# 1
91
Properties=species:S:1:pos:R:3 method="wB97M-V/def2-TZVPD" fmax_ha_per_bohr=0.02213 total_energy_ha=-5455.06314 e_above_lowest_ev=1.3771 homo_lumo_gap_ev=5.07 lumo_energy_ev=3.9947 multiplicity=1 total_charge=-2
Sn 0.02 1.03 -0.56
N -2.61 1.76 1.33
C -3.73 1.87 0.51
C -4.42 3.08 0.48
C -5.62 3.19 -0.21
C -6.15 2.10 -0.87
C -5.44 0.91 -0.87
C -4.22 0.76 -0.21
C -3.44 -0.51 -0.39
C -4.10 -1.72 -0.19
C -3.48 -2.92 -0.53
C -2.21 -2.89 -1.09
C -1.57 -1.66 -1.25
C -2.13 -0.43 -0.89
H -2.01 2.58 1.33
H -2.08 0.91 1.21
H -4.00 3.93 0.99
H -6.13 4.15 -0.22
H -7.09 2.18 -1.41
H -5.81 0.05 -1.43
H -5.10 -1.73 0.23
H -3.98 -3.87 -0.35
H -1.72 -3.81 -1.38
H -0.55 -1.70 -1.66
Br 0.29 -2.70 4.88
C 0.65 -0.83 4.73
C 0.95 -0.20 5.93
C 1.24 1.15 5.96
C 1.23 1.87 4.77
C 0.91 1.23 3.59
C 0.61 -0.14 3.54
C 0.29 -0.74 2.18
O -0.11 0.15 1.34
O 0.44 -1.93 1.98
H 0.95 -0.78 6.85
H 1.47 1.64 6.90
H 1.45 2.93 4.76
H 0.88 1.78 2.66
C 1.40 10.12 1.38
C 1.03 8.73 0.92
C 1.60 7.61 1.52
C 1.23 6.33 1.13
C 0.29 6.15 0.13
C -0.28 7.26 -0.48
C 0.09 8.53 -0.09
S -0.20 4.50 -0.38
O 0.68 4.22 -1.50
O 0.07 3.66 0.80
O -1.61 4.61 -0.70
H 2.40 10.14 1.81
H 0.70 10.48 2.15
H 1.36 10.83 0.56
H 2.33 7.74 2.30
H 1.67 5.46 1.60
H -1.02 7.10 -1.25
H -0.36 9.39 -0.57
C 0.94 -6.89 0.94
C 0.35 -5.53 0.57
C -0.55 -5.01 1.68
Sb 1.79 -4.01 0.04
C 3.04 -4.32 1.80
C 3.59 -2.98 2.29
C 4.16 -5.34 1.65
C 2.91 -5.24 -1.35
C 1.99 -5.69 -2.49
C 4.06 -4.41 -1.91
H 0.14 -7.62 1.11
H 1.53 -6.83 1.86
H 1.59 -7.29 0.16
H -0.26 -5.65 -0.33
H 0.00 -4.89 2.61
H -1.38 -5.70 1.87
H -0.97 -4.03 1.45
H 2.33 -4.69 2.55
H 4.32 -2.57 1.58
H 4.10 -3.11 3.26
H 2.81 -2.24 2.42
H 4.90 -5.01 0.92
H 3.81 -6.32 1.33
H 4.69 -5.47 2.60
H 3.31 -6.13 -0.86
H 1.50 -4.83 -2.96
H 1.20 -6.36 -2.14
H 2.55 -6.22 -3.27
H 3.68 -3.51 -2.41
H 4.65 -4.97 -2.64
H 4.74 -4.06 -1.13
F 3.40 0.93 -0.54
C 2.24 0.19 -0.33
F 2.17 -0.68 -1.47
H 2.48 -0.50 0.49

# 2
9
Properties=species:S:1:pos:R:3 method="wB97M-V/def2-TZVPD" fmax_ha_per_bohr=0.14391 total_energy_ha=-3237.69019 e_above_lowest_ev=2.7299 homo_lumo_gap_ev=9.67 lumo_energy_ev=-1.1803 smiles="COS(=O)(=O)Br" multiplicity=1
C 1.22 0.42 -0.07
O 0.30 -0.36 -0.88
S -1.09 -0.62 -0.09
O -1.96 -1.35 -0.97
O -0.65 -1.08 1.62
Br -1.84 1.41 0.17
H 0.80 0.19 0.95
H 1.10 1.38 -0.36
H 2.11 0.01 -0.36

# 3
20
Properties=species:S:1:pos:R:3 method="wB97M-V/def2-TZVPD" fmax_ha_per_bohr=0.07391 total_energy_ha=-365.68140 e_above_lowest_ev=2.6482 homo_lumo_gap_ev=5.82 lumo_energy_ev=3.8199 multiplicity=1 total_charge=-1
C -2.75 -0.35 -0.35
O -3.52 -0.06 0.54
C -1.52 0.38 -0.67
C -0.42 -0.54 -1.20
C 0.96 -0.13 -0.66
C 1.97 -0.02 -1.62
C 2.33 0.10 1.20
N 1.00 0.03 0.65
H -2.90 -1.30 -0.88
H -1.89 1.17 3.89
H -1.27 1.18 0.00
H -2.44 0.59 -1.39
H -0.51 -1.45 -0.59
H -0.46 -0.83 -2.24
H 3.00 -0.16 -1.35
H 1.76 0.23 -2.65
H 2.82 1.05 0.95
H 2.27 -0.17 2.25
H 2.98 -0.67 0.76
H -1.41 0.96 3.37

# 4
14
Properties=species:S:1:pos:R:3 method="wB97M-V/def2-TZVPD" fmax_ha_per_bohr=0.00793 total_energy_ha=-270.36093 e_above_lowest_ev=5.3597 homo_lumo_gap_ev="7.25 / 7.24" lumo_energy_ev="-0.0140 / -0.0155" multiplicity=1
C 2.15 0.59 -0.06
C 0.72 0.13 -0.12
C 0.19 -0.85 -0.82
C -1.35 -1.13 -0.66
C -1.79 -0.09 0.23
O -0.15 0.98 0.71
H 2.56 0.52 0.96
H 2.76 -0.04 -0.71
H 2.25 1.63 -0.38
H -1.80 -1.06 -1.65
H -1.47 -2.14 -0.26
H -2.22 0.83 -0.16
H -1.98 -0.29 1.28
H 0.14 0.91 1.64

# 5
18
Properties=species:S:1:pos:R:3 method="wB97M-V/def2-TZVPD" fmax_ha_per_bohr=0.09204 total_energy_ha=-2825.48895 e_above_lowest_ev=4.0326 homo_lumo_gap_ev=10.02 lumo_energy_ev=-4.0387 multiplicity=1 total_charge=+1
C 1.24 -0.93 0.15
C 0.40 -0.55 -0.77
C 2.05 -2.27 0.00
C -1.28 0.45 1.23
C -0.78 2.09 -0.59
N -1.02 0.72 -0.17
Br 0.27 -0.60 -2.57
H 1.03 -0.69 1.19
H 1.49 -3.09 0.70
H 3.01 -1.99 0.33
H 1.79 -2.72 -1.00
H -0.50 0.93 1.90
H -2.28 1.10 1.41
H -1.33 -0.64 1.28
H 0.00 2.84 -0.17
H -0.65 2.39 -1.67
H -1.73 2.64 -0.42
H -1.72 0.33 -0.83

# 6
133
Properties=species:S:1:pos:R:3 method="wB97M-V/def2-TZVPD" fmax_ha_per_bohr=0.05228 total_energy_ha=-34423.24609 homo_lumo_gap_ev=8.69 lumo_energy_ev=-2.2470 multiplicity=1 total_charge=+1
C -4.32 -0.77 -2.78
N -3.26 0.24 -2.76
C -2.11 -0.21 -2.05
N -0.90 0.36 -2.64
C 0.26 0.14 -1.95
N 0.90 -1.00 -2.09
O 2.06 -1.14 -1.33
C 3.13 -1.88 -1.94
C 4.36 -1.49 -1.16
N 5.08 -0.33 -1.66
C 6.29 -0.59 -2.43
C 6.11 -1.10 -3.83
C 5.21 -0.24 -4.67
O 5.64 -2.45 -3.90
P 0.41 -2.43 -3.11
C -0.46 -3.36 -1.85
O -0.76 -1.85 -4.01
N 0.66 1.18 -1.23
C 1.02 0.97 0.19
C 1.88 2.03 0.85
C 3.35 1.66 1.01
C 3.92 2.03 2.35
F 5.22 2.44 2.16
F 3.25 3.08 2.92
C 3.98 0.88 3.39
F 4.03 -0.32 2.76
F 5.07 0.99 4.19
F 2.88 0.91 4.17
C -0.10 2.39 -1.66
C -0.91 3.00 -0.53
C -2.37 2.86 -0.62
C -3.08 3.11 0.56
O -2.91 1.81 0.06
C 0.92 3.47 -2.19
I 2.94 2.93 -2.34
C 0.52 4.69 -2.59
C -0.88 5.15 -2.66
I 1.76 6.21 -3.27
C -0.82 1.78 -2.95
C -0.03 1.91 -4.25
C -0.73 1.20 -5.33
C -0.33 1.51 -6.65
O -0.01 0.29 -6.04
H -5.22 -0.35 -3.17
H -4.49 -1.11 -1.77
H -4.03 -1.64 -3.36
H -3.01 0.44 -3.72
H -2.18 0.01 -0.99
H -2.03 -1.29 -2.11
H 2.97 -2.94 -1.86
H 3.26 -1.60 -2.97
H 4.01 -1.25 -0.16
H 5.01 -2.35 -1.07
H 4.44 0.23 -2.21
H 6.84 0.33 -2.51
H 6.88 -1.29 -1.85
H 7.08 -1.08 -4.30
H 5.64 -0.03 -5.63
H 4.29 -0.78 -4.87
H 4.92 0.66 -4.18
H 6.00 -2.92 -3.15
H -1.14 -2.80 -1.25
H 0.30 -3.83 -1.25
H -0.95 -4.15 -2.38
H -0.70 -2.24 -4.88
H 0.10 0.89 0.74
H 1.50 0.02 0.30
H 1.77 3.00 0.41
H 1.47 2.14 1.84
H 3.95 2.18 0.29
H 3.49 0.62 0.80
H -0.74 2.51 0.41
H -0.71 4.04 -0.42
H -2.85 3.16 -1.53
H -4.10 3.43 0.47
H -2.54 3.24 1.47
H -1.03 5.63 -3.62
H -1.10 5.90 -1.92
H -1.58 4.35 -2.62
H -1.80 2.13 -3.20
H 0.00 2.93 -4.57
H 0.94 1.46 -4.19
H -1.76 0.99 -5.19
H -1.04 1.41 -7.44
H 0.56 2.08 -6.76
Br -1.20 -6.78 -0.37
C -2.19 -8.09 -1.41
C -2.17 -7.76 -2.87
Br -3.34 -6.26 -3.30
H -3.19 -8.12 -0.99
H -1.69 -9.04 -1.23
H -2.54 -8.60 -3.46
H -1.18 -7.48 -3.22
Br -0.44 -9.31 2.30
C -0.91 -7.86 3.51
C -1.88 -8.30 4.58
Br -3.68 -8.44 3.88
H -1.32 -7.06 2.90
H 0.03 -7.55 3.95
H -1.94 -7.54 5.36
H -1.62 -9.25 5.02
Br 1.24 9.47 -6.83
C 2.10 10.56 -5.47
C 1.64 10.19 -4.09
Br -0.15 10.84 -3.71
H 1.88 11.59 -5.71
H 3.16 10.37 -5.57
H 2.28 10.64 -3.33
H 1.60 9.12 -3.95
Br -3.31 -4.80 4.86
C -4.83 -4.53 6.04
C -4.54 -5.02 7.43
Br -4.59 -6.96 7.56
H -5.67 -5.04 5.58
H -4.99 -3.46 6.05
H -5.31 -4.66 8.12
H -3.57 -4.70 7.78
Br -5.76 -1.08 5.54
C -4.83 0.44 6.33
C -3.52 0.00 6.93
Br -3.78 -0.98 8.59
H -5.50 0.86 7.07
H -4.66 1.15 5.53
H -2.91 0.86 7.18
H -2.96 -0.66 6.27
Br 0.52 1.71 7.13
C 0.50 2.88 8.68
C -0.56 2.47 9.66
Br -2.34 2.98 9.05
H 0.36 3.89 8.31
H 1.49 2.79 9.13
H -0.42 2.99 10.61
H -0.58 1.40 9.83

# 7
7
Properties=species:S:1:pos:R:3 method="wB97M-V/def2-TZVPD" fmax_ha_per_bohr=0.08866 total_energy_ha=-3377.13989 e_above_lowest_ev=4.2729 homo_lumo_gap_ev="4.92 / 4.97" lumo_energy_ev="-4.6188 / -4.6125" multiplicity=1
C 0.38 0.02 0.30
N -0.49 0.90 -0.37
O -1.63 0.85 -0.02
O -0.03 1.47 -1.33
F 0.09 -0.48 1.40
Cl -0.50 -3.01 0.15
Br 2.18 0.25 -0.14

# 8
12
Properties=species:S:1:pos:R:3 method="wB97M-V/def2-TZVPD" fmax_ha_per_bohr=0.13642 total_energy_ha=-683.45272 e_above_lowest_ev=4.2230 homo_lumo_gap_ev=8.13 lumo_energy_ev=-1.1143 smiles="O=CN1C[C@@H]1C=S" multiplicity=1
O -1.25 -0.06 -2.39
C -1.64 0.11 -1.17
N -0.94 0.49 -0.02
C -0.30 -0.84 0.60
C 0.59 0.22 -0.18
C 1.56 0.89 0.82
S 3.24 0.44 0.90
H -2.64 -0.35 -0.88
H -0.71 -1.69 0.29
H -0.33 -0.80 1.73
H 1.13 -0.26 -1.09
H 1.27 1.85 1.40